# C52H43BaClN3O4PSi

A structure of composition C52H43BaClN3O4PSi at a distorted geometry (ωB97M-V with the def2-TZVPD basis set, OMol25).

The geometry in ORCA input format:
```
! wB97M-V def2-TZVPD RIJCOSX def2/J DEFGRID3
* xyz 0 1
Ba -1.73 -0.43 -0.98
Cl -0.02 0.46 1.88
P -0.80 2.89 -0.07
Si 3.11 -1.55 0.63
O -1.54 -0.77 -3.40
O -3.65 0.70 0.12
O 3.03 0.09 -1.60
O 1.76 -0.78 -0.13
N -3.61 -2.24 -0.11
N 1.92 0.01 -1.23
N -0.79 -3.12 -1.19
C 5.68 -0.31 0.52
C -2.93 4.17 -1.24
C 4.69 -5.18 -1.83
C -1.66 4.37 -0.69
C -2.44 2.52 4.25
C 2.27 -2.20 2.16
C 3.73 -2.95 -0.43
C 0.41 -3.35 3.19
C 1.00 -3.21 4.44
C -0.08 -2.77 -2.18
C 4.03 0.80 1.87
C 2.85 -2.07 3.42
C 2.23 -2.57 4.55
C 3.11 3.61 -0.92
C -2.25 3.76 2.21
C -0.35 -3.98 -5.74
C 0.94 3.40 0.12
C -3.65 5.25 -1.72
C 3.65 4.05 0.28
C 2.83 4.18 1.40
C -5.53 -0.77 0.34
C 4.11 -4.12 -2.52
C -1.08 1.71 2.46
C 1.76 3.28 -1.00
C 4.95 1.79 2.18
C -1.59 1.56 3.74
C -0.42 -2.84 -3.62
C -1.85 6.73 -1.13
C 6.24 1.73 1.67
C -5.74 1.62 0.68
C -1.16 -1.76 -4.16
C -3.11 6.53 -1.67
C 4.78 -5.13 -0.44
C 1.48 3.86 1.32
C -7.69 0.22 0.88
C -1.13 5.65 -0.64
C -2.09 -3.75 -1.43
C 3.64 -3.01 -1.82
C -3.11 -3.58 -0.30
C -4.90 0.52 0.36
C -0.02 -3.92 -4.39
C 1.04 -2.86 2.06
C -1.48 -1.86 -5.53
C -2.77 3.62 3.48
C -1.39 2.80 1.66
C 6.60 0.68 0.84
C 4.30 -4.03 0.25
C -4.85 -2.03 0.10
C 4.38 -0.26 1.04
C -1.08 -2.94 -6.29
C -7.08 1.48 0.92
C -6.91 -0.87 0.59
H 0.57 -2.99 1.10
H 1.35 2.91 -1.93
H -1.90 -4.83 -1.50
H -1.32 0.68 4.32
H -0.55 -3.86 3.10
H -3.94 -4.28 -0.51
H -7.37 -1.86 0.57
H 3.21 -2.19 -2.38
H -5.27 2.60 0.72
H -3.44 4.38 3.87
H -5.53 -2.89 0.14
H -3.68 7.37 -2.05
H 4.70 4.29 0.35
H -4.64 5.10 -2.14
H 0.55 -4.73 -3.94
H 2.69 -2.46 5.53
H 4.02 -4.15 -3.59
H 0.51 -3.60 5.32
H 0.86 3.95 2.20
H -8.75 0.11 1.06
H -2.52 4.62 1.61
H -3.34 3.17 -1.28
H 5.05 -6.04 -2.37
H 3.02 0.86 2.27
H -0.14 5.81 -0.22
H -2.85 2.40 5.25
H 6.96 2.50 1.92
H -1.43 7.73 -1.09
H 7.60 0.63 0.43
H 3.25 4.52 2.34
H 5.23 -5.95 0.10
H 4.35 -4.02 1.33
H 0.83 -2.23 -1.93
H -1.35 -2.97 -7.34
H 5.97 -1.12 -0.14
H 4.66 2.61 2.83
H -2.52 -3.44 -2.39
H -2.06 -1.06 -5.97
H 3.81 -1.56 3.53
H -7.68 2.36 1.15
H 3.74 3.50 -1.79
H -0.04 -4.83 -6.34
H -2.64 -3.90 0.64
*
```

As for the frontier orbital gap: 0.2607 hartree. As for the relative energy (zero: lowest compared OMol25 entry of this formula, charge and spin): 0.3998 eV. As for the total energy: -97667.220 eV.

Here are the Mulliken charges for atoms 1 to 4, given in e:
1. Ba 1.51
2. Cl 0.22
3. P 0.95
4. Si -0.78